(1)
DFT (ωB97M-V/def2-TZVPD) results for a molecular structure, C6H17CaFOP in a non-equilibrium geometry.

## Properties
charge: +1
LUMO energy: -6.99 eV
F_max: 2.26 eV Å⁻¹
multiplicity: 1
HOMO-LUMO gap: 0.09627 hartree

Structure (XYZ):
```
27
Properties=species:S:1:pos:R:3:lowdin_charge:R:1
C 1.865 1.530 1.018 -0.094
C 2.551 0.699 -0.118 -0.270
O 2.840 -0.612 0.354 -0.165
C 1.972 -1.601 -0.185 -0.267
C 0.449 -1.420 0.163 -0.322
P -0.598 -0.541 -1.201 0.450
C -2.113 -0.337 0.036 -0.505
C -2.469 1.136 0.308 -0.176
F -3.260 -0.917 -0.599 -0.161
H 1.675 2.587 0.726 0.074
H 0.895 1.102 1.342 0.033
H 2.540 1.556 1.902 0.080
H 2.006 0.727 -1.081 0.091
H 3.531 1.200 -0.300 0.122
H 2.280 -2.560 0.294 0.121
H 2.124 -1.767 -1.278 0.114
H 0.029 -2.456 0.232 0.078
H 0.313 -0.985 1.184 0.068
H -1.136 -1.844 -1.607 -0.006
H -1.439 0.044 -2.246 -0.016
H -0.149 0.788 -0.807 -0.028
H 0.472 -0.637 -2.167 -0.029
H -1.975 -0.922 0.982 0.101
H -3.151 1.482 -0.511 0.107
H -3.014 1.248 1.302 -0.111
H -1.616 1.843 0.329 0.095
Ca -4.622 0.658 1.928 1.617
```

=====

(2)
DFT (ωB97M-V/def2-TZVPD) results for a molecular structure, C6H17ClGaIO4P in a non-equilibrium geometry.

## Properties
charge: -1
LUMO energy: -0.45 eV
F_max: 9.32 eV Å⁻¹
multiplicity: 1
HOMO-LUMO gap: 0.14280 hartree

Structure (XYZ):
```
31
Properties=species:S:1:pos:R:3:lowdin_charge:R:1
Cl -0.191 -4.200 4.461 0.395
C -0.815 -5.448 3.236 -0.581
C -0.235 -5.109 1.706 -0.377
C -1.052 -3.904 0.952 -0.412
Ga -0.235 -2.018 1.165 -0.145
I 2.170 -1.971 2.219 -0.003
H -0.587 -6.574 3.545 0.078
H -1.995 -5.364 3.154 0.075
H -0.443 -6.098 1.073 0.092
H 0.939 -4.934 1.719 0.069
H -2.146 -3.880 1.426 0.046
H -1.096 -4.185 -0.206 0.049
H -1.322 -1.130 1.991 -0.127
H -0.199 -1.367 -0.329 -0.122
C 0.144 3.193 -4.127 -0.160
O 0.197 2.197 -3.135 -0.279
P 1.129 2.268 -1.679 0.791
O 0.077 1.406 -0.971 -0.269
O 0.732 3.871 -1.521 -0.338
C -0.624 4.267 -1.411 -0.129
O 2.061 2.338 -0.223 -0.301
C 1.602 3.124 0.862 -0.136
H 0.200 2.711 -5.105 0.081
H -0.830 3.692 -4.075 0.082
H 0.956 3.926 -4.032 0.090
H -1.329 3.441 -1.526 0.096
H -0.830 5.016 -2.192 0.082
H -0.782 4.742 -0.450 0.085
H 0.546 2.940 1.071 0.091
H 1.770 4.184 0.653 0.079
H 2.188 2.866 1.748 0.096
```

=====

(3)
DFT (ωB97M-V/def2-TZVPD) results for 2 unconnected molecules or ions with the total composition C6H17ClN3 in a non-equilibrium geometry.

## Properties
charge: +1
LUMO energy: -4.75 eV
F_max: 2.48 eV Å⁻¹
multiplicity: 1
HOMO-LUMO gap: 0.18983 hartree

Structure (XYZ):
```
27
Properties=species:S:1:pos:R:3:lowdin_charge:R:1
C 1.346 -2.241 1.942 0.005
N 1.418 -0.783 1.817 -0.201
C 2.727 -0.130 2.058 -0.014
C 0.317 -0.084 1.616 -0.481
Cl 0.192 1.551 2.107 0.808
H 2.363 -2.645 1.928 0.102
H 0.849 -2.547 2.877 0.119
H 0.768 -2.628 1.093 0.102
H 3.489 -0.909 2.042 0.097
H 2.923 0.598 1.257 0.102
H 2.757 0.388 3.031 0.107
H -0.635 -0.610 1.542 0.111
C 0.518 1.202 -1.373 -0.057
N -0.789 0.558 -1.092 -0.302
C -0.975 -0.835 -1.477 -0.061
N -1.867 1.400 -1.129 -0.114
C -3.080 1.255 -1.934 -0.081
H 1.093 0.629 -2.115 0.085
H 0.366 2.219 -1.754 0.092
H 1.074 1.251 -0.428 0.020
H -0.211 -1.174 -2.205 0.093
H -0.848 -1.475 -0.586 0.053
H -1.961 -1.068 -1.922 0.077
H -1.600 2.343 -0.887 0.111
H -3.947 1.540 -1.320 0.083
H -3.042 1.955 -2.785 0.082
H -3.245 0.240 -2.302 0.064
```

=====

(4)
DFT (ωB97M-V/def2-TZVPD) results for a molecular structure, C6H17Cu2O6P in a non-equilibrium geometry.

## Properties
charge: -1
LUMO energy (alpha / beta): 2.31 / 2.30 eV
F_max: 4.80 eV Å⁻¹
multiplicity: 2
HOMO-LUMO gap (alpha / beta): 0.09336 / 0.21015 hartree

Structure (XYZ):
```
32
Properties=species:S:1:pos:R:3:lowdin_charge:R:1
Cu -18.417 22.744 -12.139 0.248
Cu -19.157 25.487 -12.501 -0.031
O -20.414 23.590 -11.860 -0.513
H -20.902 23.770 -11.033 -0.093
O -17.016 24.661 -12.531 -0.529
H -16.068 24.719 -12.762 -0.111
C -20.587 20.157 -9.519 -0.074
C -19.457 19.451 -8.838 -0.248
O -18.794 18.681 -9.877 -0.205
P -17.659 19.402 -10.757 0.496
O -17.999 20.677 -11.333 -0.213
O -16.467 19.498 -9.683 -0.178
C -16.025 18.342 -8.986 -0.288
C -15.494 18.831 -7.678 -0.080
O -17.032 18.233 -11.764 -0.182
C -17.739 17.726 -12.812 -0.339
C -16.763 16.848 -13.560 -0.062
H -21.313 19.600 -10.111 0.092
H -21.098 20.674 -8.707 0.081
H -20.156 20.951 -10.130 0.058
H -18.663 19.962 -8.294 0.117
H -19.876 18.823 -8.052 0.111
H -16.809 17.612 -8.788 0.116
H -15.264 17.893 -9.623 0.121
H -14.624 19.475 -7.800 0.081
H -16.159 19.478 -7.105 0.077
H -15.263 18.002 -7.009 0.077
H -18.662 17.229 -12.511 0.120
H -18.104 18.598 -13.354 0.120
H -17.037 16.511 -14.559 0.076
H -15.799 17.354 -13.593 0.082
H -16.624 15.957 -12.946 0.074
```

=====

(5)
DFT (ωB97M-V/def2-TZVPD) results for a molecular structure, C6H17FInNO3 in a non-equilibrium geometry.

## Properties
charge: +2
LUMO energy: -12.56 eV
F_max: 10.09 eV Å⁻¹
multiplicity: 1
HOMO-LUMO gap: 0.14348 hartree

Structure (XYZ):
```
29
Properties=species:S:1:pos:R:3:lowdin_charge:R:1
In 2.675 -2.482 -0.135 1.318
F 0.802 -1.308 -0.671 -0.198
C -2.101 -0.446 0.428 0.008
C -1.660 0.133 -0.954 -0.244
C -0.640 1.304 -0.738 -0.111
O -0.030 1.650 -1.985 -0.111
C -0.705 2.767 -2.496 -0.059
N -0.866 -0.883 -1.700 0.319
H -1.158 -0.727 0.896 0.055
H -2.847 -1.241 0.405 0.109
H -2.605 0.301 1.041 0.103
H -2.521 0.460 -1.538 0.179
H 0.228 0.928 -0.196 0.098
H -1.228 1.983 -0.121 0.167
H -0.378 3.110 -3.477 0.117
H -0.618 3.658 -1.875 0.112
H -1.771 2.546 -2.540 0.107
H -0.605 -0.315 -2.494 0.131
H 0.038 -0.930 -1.252 -0.159
C 1.426 -0.346 1.692 -0.206
C 1.635 -1.527 2.592 -0.157
O 1.494 -2.699 1.766 -0.182
O 2.387 -0.285 0.614 -0.178
H 1.540 0.506 2.362 0.153
H 0.430 -0.166 1.287 0.074
H 0.866 -1.564 3.364 0.156
H 2.571 -1.578 3.148 0.151
H 1.441 -3.375 2.446 0.134
H 2.200 0.524 0.133 0.113
```

=====

(6)
DFT (ωB97M-V/def2-TZVPD) results for a gas-phase ion, C6H17N2 (charge +1) in a non-equilibrium geometry.

## Properties
charge: +1
LUMO energy: -2.50 eV
structure (SMILES): CN[N+](C)(C)C(C)C
F_max: 2.41 eV Å⁻¹
multiplicity: 1
HOMO-LUMO gap: 0.42261 hartree

Structure (XYZ):
```
25
Properties=species:S:1:pos:R:3:lowdin_charge:R:1
C -2.219 -1.037 0.724 -0.062
N -1.506 -0.521 -0.428 -0.047
N -0.431 0.367 -0.223 -0.305
C -0.862 1.473 0.642 -0.005
C -0.092 0.916 -1.554 0.010
C 0.957 -0.345 0.388 -0.283
C 2.073 0.649 0.594 -0.044
C 1.367 -1.533 -0.446 -0.040
H -2.787 -0.239 1.199 0.086
H -2.930 -1.766 0.344 0.104
H -1.584 -1.529 1.466 0.089
H -1.226 -1.264 -1.057 0.125
H -0.907 1.167 1.685 0.114
H -0.183 2.316 0.548 0.107
H -1.852 1.791 0.315 0.122
H 0.160 0.113 -2.244 0.107
H -0.954 1.454 -1.950 0.120
H 0.753 1.596 -1.478 0.106
H 0.594 -0.689 1.362 0.137
H 2.549 0.938 -0.338 0.092
H 1.763 1.535 1.141 0.083
H 2.828 0.157 1.208 0.106
H 1.786 -1.245 -1.407 0.091
H 0.556 -2.245 -0.594 0.083
H 2.148 -2.059 0.104 0.107
```